{
  "formula": "C12H22Cl6O20S5",
  "method": "ωB97M-V/def2-TZVPD",
  "e_homo_ev": -10.926,
  "e_tot_ev": -183055.5100,
  "orbital_gap_ev": 10.95,
  "total_charge": 0,
  "elements": ["C", "C", "O", "S", "O", "O", "O", "H", "H", "H", "H", "C", "C", "O", "S", "O", "O", "O", "H", "H", "H", "H", "C", "C", "O", "S", "O", "O", "O", "H", "H", "H", "H", "C", "C", "O", "S", "O", "O", "O", "H", "H", "H", "H", "C", "C", "O", "S", "O", "O", "O", "H", "H", "H", "H", "C", "Cl", "Cl", "Cl", "H", "C", "Cl", "Cl", "Cl", "H"],
  "positions_angstrom": [[1.68, 0.97, -0.97], [3.09, 1.11, -1.59], [2.94, 2.30, -2.32], [1.48, 2.60, -2.73], [1.26, 2.33, -4.13], [1.04, 3.78, -2.11], [0.78, 1.41, -1.98], [1.49, 1.53, -0.03], [1.30, -0.05, -0.81], [3.40, 0.30, -2.24], [3.86, 1.31, -0.84], [-1.31, 3.56, -0.05], [-2.32, 4.46, 0.66], [-3.58, 3.81, 0.46], [-3.50, 2.91, -0.95], [-4.09, 3.69, -1.97], [-3.87, 1.58, -0.56], [-1.97, 2.92, -1.18], [-1.03, 2.80, 0.64], [-0.37, 4.09, -0.36], [-2.35, 5.41, 0.23], [-2.19, 4.58, 1.73], [1.03, -1.22, -4.57], [-0.14, -2.34, -4.54], [0.49, -3.55, -4.15], [1.99, -3.32, -3.72], [2.80, -3.69, -4.86], [2.16, -3.87, -2.42], [1.97, -1.78, -3.55], [0.71, -0.24, -4.19], [1.49, -1.09, -5.55], [-0.46, -2.56, -5.54], [-0.88, -2.14, -3.76], [0.40, -0.02, 4.80], [-0.70, 1.20, 4.79], [-1.16, 1.22, 3.51], [-0.11, 0.66, 2.51], [0.86, 1.73, 2.23], [-0.73, -0.09, 1.40], [0.51, -0.38, 3.48], [-0.01, -0.74, 5.45], [1.37, 0.32, 5.22], [-0.21, 2.17, 4.96], [-1.57, 1.12, 5.40], [3.24, -3.95, 0.55], [1.95, -3.02, 0.59], [2.51, -1.71, 0.44], [3.82, -1.65, 1.33], [3.35, -1.32, 2.64], [4.80, -0.88, 0.62], [4.16, -3.16, 1.31], [3.60, -4.05, -0.50], [3.16, -4.88, 1.11], [1.56, -2.95, 1.63], [1.19, -3.10, -0.16], [-2.74, -1.11, -0.77], [-1.37, -2.12, -0.59], [-4.03, -1.67, 0.35], [-3.34, -1.42, -2.44], [-2.57, -0.05, -0.63], [-4.87, -0.42, 3.74], [-4.85, -1.27, 5.22], [-4.70, 1.33, 3.98], [-6.34, -0.76, 2.78], [-4.07, -0.65, 3.00]],
  "nbo_charge": [-0.14, -0.10, -0.69, 2.58, -0.92, -0.93, -0.70, 0.22, 0.23, 0.21, 0.23, -0.11, -0.10, -0.68, 2.54, -0.88, -0.92, -0.69, 0.19, 0.25, 0.19, 0.21, -0.12, -0.10, -0.69, 2.57, -0.90, -0.94, -0.71, 0.24, 0.21, 0.21, 0.22, -0.09, -0.10, -0.68, 2.53, -0.91, -0.89, -0.67, 0.20, 0.21, 0.19, 0.21, -0.09, -0.11, -0.71, 2.56, -0.92, -0.90, -0.70, 0.23, 0.21, 0.20, 0.23, -0.26, 0.03, -0.01, -0.02, 0.27, -0.32, 0.06, 0.00, 0.00, 0.25]
}



{
  "formula": "C4H7N3",
  "method": "ωB97M-V/def2-TZVPD",
  "e_homo_ev": -8.921,
  "e_tot_ev": -8729.3768,
  "orbital_gap_ev": 10.02,
  "e_above_lowest_kcal_mol": 53.1,
  "smiles": "CNn1cccn1",
  "total_charge": 0,
  "elements": ["C", "N", "N", "C", "C", "C", "N", "H", "H", "H", "H", "H", "H", "H"],
  "positions_angstrom": [[-1.75, 0.10, -1.53], [-0.35, 0.59, -1.30], [0.34, 0.23, -0.11], [0.33, 0.76, 1.14], [1.19, 0.02, 1.94], [1.61, -1.03, 1.10], [1.15, -0.84, -0.11], [-2.49, 0.65, -1.00], [-1.84, 0.16, -2.57], [-1.76, -0.96, -0.97], [0.32, 0.33, -1.98], [-0.34, 1.58, 1.26], [1.34, 0.28, 2.96], [2.24, -1.87, 1.16]],
  "nbo_charge": [-0.40, -0.44, -0.03, -0.05, -0.35, -0.06, -0.30, 0.20, 0.21, 0.19, 0.38, 0.22, 0.23, 0.22]
}



{
  "formula": "C33H49ClMoO2P4",
  "method": "ωB97M-V/def2-TZVPD",
  "e_homo_ev": [-11.659, -11.664],
  "spin_multiplicity": 3,
  "e_tot_ev": -90626.5376,
  "orbital_gap_ev": [6.47, 4.38],
  "e_above_lowest_kcal_mol": 0.0,
  "s_squared": 2.03,
  "total_charge": 2,
  "elements": ["P", "C", "C", "H", "C", "H", "C", "H", "C", "H", "C", "H", "C", "C", "H", "C", "H", "C", "H", "C", "H", "C", "H", "C", "C", "H", "C", "H", "C", "H", "C", "H", "C", "H", "Mo", "C", "C", "H", "C", "O", "H", "C", "H", "C", "Cl", "P", "P", "C", "H", "H", "H", "C", "H", "H", "H", "C", "H", "H", "H", "C", "H", "H", "H", "C", "H", "H", "H", "C", "H", "H", "H", "P", "C", "C", "H", "H", "H", "H", "H", "H", "C", "H", "H", "H", "H", "C", "O", "H", "H", "H"],
  "positions_angstrom": [[-3.48, 0.23, -1.06], [-4.06, -1.36, -0.77], [-5.24, -1.16, -0.01], [-5.38, -0.20, 0.49], [-6.21, -2.15, 0.00], [-7.15, -1.96, 0.52], [-5.96, -3.37, -0.66], [-6.74, -4.13, -0.65], [-4.75, -3.60, -1.32], [-4.59, -4.57, -1.82], [-3.76, -2.61, -1.36], [-2.80, -2.78, -1.85], [-3.09, 1.21, 0.33], [-2.94, 0.83, 1.69], [-2.85, -0.23, 1.96], [-2.95, 1.82, 2.67], [-2.88, 1.54, 3.74], [-3.09, 3.17, 2.32], [-3.14, 3.94, 3.09], [-3.20, 3.55, 0.97], [-3.33, 4.60, 0.68], [-3.15, 2.58, -0.02], [-3.24, 2.84, -1.08], [-2.78, 0.62, -2.60], [-3.99, 0.85, -3.29], [-4.92, 0.61, -2.75], [-3.97, 1.37, -4.57], [-4.92, 1.58, -5.07], [-2.72, 1.61, -5.18], [-2.72, 2.02, -6.20], [-1.51, 1.34, -4.52], [-0.55, 1.53, -5.04], [-1.52, 0.84, -3.21], [-0.60, 0.60, -2.70], [1.65, -1.43, 0.31], [2.47, 0.44, 0.87], [1.71, 1.57, 0.75], [3.49, 0.51, 1.27], [0.30, 1.45, 0.14], [0.27, 2.33, -1.07], [-0.60, 2.36, -1.52], [0.26, 0.01, -0.11], [-0.53, 1.74, 0.84], [-0.05, -1.24, -0.49], [1.15, -3.79, -0.06], [2.94, -1.47, -1.69], [1.27, -1.93, 2.65], [3.65, -3.07, -2.18], [2.89, -3.85, -2.04], [4.51, -3.29, -1.54], [3.94, -2.99, -3.23], [1.92, -1.00, -3.12], [1.70, 0.08, -3.08], [0.97, -1.55, -3.11], [2.49, -1.24, -4.03], [4.30, -0.28, -1.71], [4.95, -0.48, -0.85], [3.89, 0.74, -1.63], [4.85, -0.39, -2.66], [2.20, -3.38, 3.20], [3.23, -3.08, 3.42], [2.19, -4.13, 2.40], [1.70, -3.77, 4.10], [1.72, -0.61, 3.81], [1.14, 0.29, 3.60], [2.78, -0.38, 3.69], [1.51, -0.95, 4.84], [-0.47, -2.30, 3.00], [-0.85, -3.02, 2.26], [-1.07, -1.38, 2.95], [-0.52, -2.73, 4.01], [2.33, 3.22, 1.24], [3.83, 2.98, 2.15], [1.06, 3.96, 2.25], [4.59, 2.46, 1.56], [3.66, 2.42, 3.08], [4.21, 3.97, 2.41], [0.11, 4.02, 1.70], [1.40, 4.96, 2.52], [0.91, 3.36, 3.16], [2.60, 4.16, -0.25], [3.41, 3.70, -0.84], [2.89, 5.18, 0.04], [1.68, 4.16, -0.84], [-1.06, -1.59, -0.67], [4.93, -3.25, 1.14], [4.30, -2.03, 0.94], [5.06, -3.36, 2.23], [5.91, -3.13, 0.65], [4.42, -4.16, 0.74]],
  "mulliken_spin": [0.47, 0.00, 0.12, 0.00, -0.03, 0.00, 0.07, 0.00, 0.00, 0.00, 0.03, 0.00, 0.06, 0.05, 0.00, -0.03, 0.00, 0.08, 0.00, -0.03, 0.00, 0.09, -0.01, 0.02, 0.04, -0.01, 0.01, 0.00, 0.02, 0.00, 0.00, 0.00, 0.04, -0.01, 1.07, 0.01, 0.06, -0.02, -0.01, 0.00, 0.00, -0.07, 0.01, 0.04, 0.08, -0.07, -0.08, 0.01, 0.00, 0.00, 0.00, 0.01, 0.00, 0.00, 0.00, 0.02, 0.00, 0.00, 0.00, 0.00, 0.00, 0.00, 0.00, 0.00, 0.00, 0.00, 0.00, 0.01, 0.00, 0.00, 0.00, -0.01, 0.00, 0.01, 0.00, 0.00, 0.00, 0.00, 0.00, 0.00, 0.01, 0.00, 0.00, 0.00, -0.01, 0.00, -0.02, 0.00, 0.00, 0.00]
}



{
  "formula": "C34H75NO10S5",
  "method": "ωB97M-V/def2-TZVPD",
  "e_homo_ev": -8.220,
  "e_tot_ev": -112606.5587,
  "orbital_gap_ev": 8.61,
  "total_charge": 0,
  "elements": ["C", "C", "C", "O", "C", "H", "H", "H", "H", "H", "H", "H", "H", "C", "C", "C", "O", "C", "H", "H", "H", "H", "H", "H", "H", "H", "C", "C", "C", "O", "C", "H", "H", "H", "H", "H", "H", "H", "H", "C", "C", "C", "O", "C", "H", "H", "H", "H", "H", "H", "H", "H", "C", "C", "C", "O", "C", "H", "H", "H", "H", "H", "H", "H", "H", "C", "S", "O", "C", "H", "H", "H", "H", "H", "H", "C", "S", "O", "C", "H", "H", "H", "H", "H", "H", "C", "S", "O", "C", "H", "H", "H", "H", "H", "H", "C", "S", "O", "C", "H", "H", "H", "H", "H", "H", "C", "S", "O", "C", "H", "H", "H", "H", "H", "H", "N", "C", "C", "C", "C", "H", "H", "H", "H", "H"],
  "positions_angstrom": [[-16.83, -20.71, -4.28], [-16.90, -19.21, -3.91], [-17.93, -18.70, -4.98], [-18.78, -19.75, -5.34], [-18.29, -21.02, -4.79], [-16.58, -21.28, -3.39], [-16.17, -20.86, -5.11], [-15.91, -18.77, -4.05], [-17.16, -18.86, -2.92], [-17.30, -18.35, -5.78], [-18.63, -17.87, -4.71], [-18.26, -21.59, -5.68], [-18.98, -21.44, -4.11], [-15.60, -21.81, -0.22], [-15.23, -20.51, 0.54], [-14.02, -21.04, 1.35], [-13.40, -21.99, 0.56], [-14.44, -22.75, 0.00], [-15.75, -21.64, -1.28], [-16.60, -22.17, 0.03], [-16.04, -20.26, 1.19], [-14.91, -19.70, -0.18], [-14.42, -21.62, 2.22], [-13.26, -20.31, 1.71], [-14.69, -23.49, 0.78], [-14.20, -23.27, -0.88], [-10.47, -19.92, -1.20], [-11.82, -19.17, -0.87], [-11.93, -18.32, -2.11], [-10.61, -17.74, -2.39], [-9.73, -18.77, -1.88], [-10.70, -20.75, -1.86], [-9.93, -20.38, -0.40], [-11.78, -18.54, 0.04], [-12.57, -19.89, -0.69], [-12.66, -17.52, -2.01], [-12.31, -18.92, -2.97], [-9.22, -18.29, -1.07], [-9.10, -19.12, -2.65], [-13.61, -14.72, -2.13], [-15.00, -14.86, -2.71], [-14.97, -14.03, -3.94], [-14.27, -12.85, -3.57], [-13.40, -13.20, -2.41], [-12.85, -15.31, -2.67], [-13.61, -14.93, -1.08], [-15.74, -14.38, -2.08], [-15.26, -15.92, -2.82], [-15.87, -13.60, -4.30], [-14.43, -14.64, -4.75], [-13.85, -12.56, -1.71], [-12.36, -12.92, -2.57], [-19.92, -13.87, 5.06], [-19.59, -12.39, 4.93], [-18.56, -12.29, 3.79], [-18.69, -13.59, 3.13], [-18.89, -14.50, 4.21], [-20.89, -14.02, 4.62], [-19.89, -14.16, 6.10], [-19.20, -11.99, 5.82], [-20.51, -11.80, 4.76], [-17.57, -12.26, 4.29], [-18.75, -11.52, 3.04], [-17.88, -14.65, 4.70], [-19.21, -15.51, 3.76], [-18.78, -20.10, 1.69], [-18.45, -18.81, 2.89], [-19.69, -17.95, 2.85], [-18.67, -19.85, 4.40], [-19.87, -20.17, 1.60], [-18.25, -21.09, 1.95], [-18.38, -19.79, 0.70], [-19.56, -20.48, 4.43], [-18.84, -19.02, 5.10], [-17.76, -20.40, 4.48], [-13.94, -11.55, 4.51], [-14.52, -12.24, 6.12], [-15.84, -12.84, 5.89], [-13.43, -13.70, 6.08], [-12.88, -11.33, 4.41], [-14.49, -10.65, 4.20], [-14.24, -12.34, 3.83], [-12.42, -13.49, 6.44], [-13.41, -14.27, 5.10], [-13.88, -14.38, 6.81], [-10.93, -16.67, 3.36], [-11.47, -17.81, 4.64], [-12.78, -18.35, 4.16], [-10.22, -19.07, 4.25], [-10.77, -17.08, 2.36], [-10.05, -16.16, 3.59], [-11.71, -15.90, 3.25], [-10.57, -19.43, 3.29], [-10.37, -19.90, 5.01], [-9.20, -18.62, 4.27], [-18.57, -15.88, -1.59], [-19.12, -16.96, -0.17], [-17.75, -17.16, 0.43], [-19.88, -15.56, 0.91], [-18.11, -15.04, -1.09], [-19.42, -15.49, -2.09], [-17.89, -16.57, -2.17], [-19.01, -14.90, 1.10], [-20.29, -15.96, 1.78], [-20.61, -14.91, 0.33], [-15.58, -14.47, 1.07], [-14.40, -15.47, 1.98], [-13.87, -14.57, 3.11], [-15.47, -16.59, 2.76], [-16.35, -15.13, 0.58], [-14.86, -14.02, 0.38], [-16.01, -13.81, 1.80], [-16.11, -16.08, 3.53], [-14.86, -17.36, 3.30], [-16.08, -17.11, 2.04], [-9.92, -14.63, -0.71], [-10.53, -15.25, 0.30], [-11.15, -14.35, 1.07], [-11.04, -13.09, 0.45], [-10.22, -13.28, -0.66], [-9.26, -15.03, -1.35], [-10.67, -16.30, 0.24], [-11.92, -14.51, 1.82], [-11.60, -12.20, 0.81], [-9.77, -12.56, -1.27]],
  "lowdin_charge": [-0.12, -0.15, -0.24, -0.15, -0.13, 0.08, 0.10, 0.09, 0.09, 0.10, 0.13, 0.09, 0.10, -0.16, -0.12, -0.22, -0.15, -0.20, 0.08, 0.10, 0.07, 0.12, 0.13, 0.12, 0.13, 0.11, -0.13, -0.15, -0.20, -0.14, -0.20, 0.11, 0.10, 0.11, 0.07, 0.09, 0.13, 0.10, 0.10, -0.15, -0.20, -0.23, -0.15, -0.14, 0.12, 0.07, 0.10, 0.11, 0.11, 0.14, 0.09, 0.10, -0.17, -0.17, -0.15, -0.19, -0.24, 0.11, 0.11, 0.09, 0.11, 0.09, 0.12, 0.13, 0.12, -0.29, 0.82, -0.57, -0.23, 0.06, 0.08, 0.02, 0.06, 0.05, 0.03, -0.25, 0.81, -0.57, -0.27, 0.05, 0.05, 0.01, 0.05, 0.04, 0.05, -0.27, 0.82, -0.56, -0.26, 0.05, 0.04, 0.02, 0.03, 0.06, 0.07, -0.23, 0.86, -0.63, -0.19, 0.03, 0.03, 0.05, 0.04, -0.01, 0.08, -0.21, 0.84, -0.58, -0.29, 0.05, 0.02, 0.05, 0.08, 0.05, 0.01, 0.03, -0.17, -0.14, -0.09, -0.12, 0.15, 0.09, 0.04, 0.11, 0.09]
}



Which formula does entry 4 have?
C34H75NO10S5